15
Properties=species:S:1:pos:R:3:forces:R:3 method="wB97M-V/def2-TZVPD" relative_energy_kcal_mol=11.6 smiles="CC1=CCP(I)C1" homo_energy_ha=-0.3147 energy_ha=-834.319650 e_lumo_ha=0.014 mol_weight_da=225.997 gap_ev=8.9
C -0.23382 1.55744 -0.54174 -3.1 1.0 1.7
C -0.14069 0.10743 -0.16671 -0.7 0.5 -0.4
C -0.02770 -0.34163 1.08073 -0.1 -1.4 1.2
C 0.20241 -1.87560 1.33352 -0.8 1.4 0.5
P -0.14873 -2.75683 -0.24997 0.7 1.9 -0.9
I -2.56525 -2.81884 0.00768 -0.2 0.0 -0.1
C -0.00619 -0.81953 -1.30071 1.7 -3.9 2.8
H 0.66916 1.96855 -0.96423 0.1 0.2 -0.1
H -0.56362 2.00876 0.42986 1.2 0.4 -0.6
H -1.19725 1.86974 -1.10427 1.8 -1.0 0.0
H 0.01393 0.24474 2.02255 -0.1 0.1 -1.1
H 1.25071 -1.90313 1.60779 0.5 -0.6 -0.1
H -0.35807 -2.30067 2.22408 0.4 0.6 -1.2
H -0.65845 -1.09397 -2.07078 -1.3 0.8 -1.1
H 1.03869 -0.77355 -1.61047 0.0 -0.2 -0.5